1.
Here is C6H10O as an isolated structure from the OMol25 dataset. Energies are from the ωB97M-V functional and the def2-TZVPD basis.

ΔE to the lowest compared entry with this formula, charge and spin ... 1.345 eV
Frontier orbital gap ... 10.437 eV
F_max ... 0.0074 hartree/bohr

```
17
Properties=species:S:1:pos:R:3:forces:R:3
C -1.7109 1.0426 -0.2603 0.0 0.0 0.0
C -0.5894 0.0426 -0.1286 -0.2 0.3 0.2
C 0.0123 -0.0679 1.2982 -0.1 -0.1 0.2
C 1.4132 0.2625 0.7303 0.1 0.0 0.0
C 0.8619 0.0650 -0.6886 0.1 0.1 -0.1
C 0.5312 -1.3929 -1.0581 0.3 -0.1 -0.1
O -0.8609 -1.2347 -0.7238 -0.1 -0.1 0.1
H -2.4178 0.8785 0.5627 0.0 0.0 -0.2
H -1.3289 2.0656 -0.1639 0.0 -0.2 0.0
H -2.2488 0.9435 -1.2063 0.2 0.0 0.0
H -0.3890 0.6436 2.0267 0.1 -0.1 -0.1
H -0.1023 -1.0834 1.6875 0.1 0.1 0.0
H 2.2540 -0.3606 1.0525 -0.1 0.1 -0.1
H 1.6714 1.3131 0.8973 0.0 -0.2 0.0
H 1.2177 0.7025 -1.5019 -0.1 -0.1 0.1
H 1.0148 -2.1442 -0.4164 0.0 0.1 -0.1
H 0.6715 -1.6759 -2.1075 -0.1 0.1 0.2
```
Positions in Å, forces in eV/Å.

2.
Here is C6H10O as an isolated structure from the OMol25 dataset. Energies are from the ωB97M-V functional and the def2-TZVPD basis.

ΔE to the lowest compared entry with this formula, charge and spin ... 3.468 eV
Frontier orbital gap ... 8.944 eV
F_max ... 0.0277 hartree/bohr

```
17
Properties=species:S:1:pos:R:3:forces:R:3
C 0.2368 -2.1525 0.3477 0.1 0.0 0.0
C 0.4870 -1.3217 -0.8992 0.5 1.0 0.8
C -0.5977 -0.3578 -1.2534 -0.2 0.3 -0.2
C 0.4703 0.4467 -0.6005 -0.8 0.5 0.1
C 0.2627 1.0696 0.7513 -0.1 -0.1 0.0
C -0.6073 2.3082 0.6920 -0.1 0.1 -0.2
O -1.0664 2.7755 -0.3207 0.2 -0.2 0.4
H -0.1952 -3.1033 0.0085 0.1 0.2 0.0
H -0.4755 -1.7288 1.0763 0.1 0.0 -0.1
H 1.1691 -2.4009 0.8653 -0.1 0.1 0.0
H 1.4252 -0.5842 -0.7713 0.4 -1.2 -0.7
H -0.7938 -0.1517 -2.3002 -0.1 0.0 0.0
H -1.5129 -0.4108 -0.6562 0.2 -0.2 -0.2
H 1.0158 1.0869 -1.3084 0.1 -0.5 0.3
H 1.2016 1.3691 1.2426 -0.1 -0.1 -0.1
H -0.2196 0.3721 1.4466 0.0 0.0 0.0
H -0.8002 2.7837 1.6798 0.0 0.0 -0.2
```
Positions in Å, forces in eV/Å.

3.
Here is C6H10O as an isolated structure from the OMol25 dataset. Energies are from the ωB97M-V functional and the def2-TZVPD basis.

ΔE to the lowest compared entry with this formula, charge and spin ... 1.784 eV
Frontier orbital gap ... 10.488 eV
F_max ... 0.0132 hartree/bohr

```
17
Properties=species:S:1:pos:R:3:forces:R:3
C -2.2213 -0.1899 0.5577 -0.1 0.0 0.1
C -1.1626 -0.7707 -0.3677 0.0 0.0 -0.1
C 0.1818 -0.8039 0.2982 -0.4 0.0 0.1
O 1.2082 -1.3245 -0.5652 0.1 -0.3 0.0
C 2.0893 -0.2891 -0.1425 0.3 0.0 0.0
C 1.6139 1.0083 -0.7060 0.0 0.0 -0.1
C 0.9846 0.4590 0.5591 -0.1 0.1 0.2
H -1.9531 0.8313 0.8545 -0.1 -0.1 0.0
H -2.3147 -0.7894 1.4716 0.0 0.1 -0.1
H -3.1978 -0.1579 0.0680 0.1 0.0 0.1
H -1.0693 -0.1838 -1.2880 -0.1 0.0 0.1
H -1.4066 -1.7979 -0.6642 -0.1 0.1 0.0
H 0.1579 -1.4004 1.2243 -0.1 0.0 -0.2
H 3.0534 -0.6770 0.1535 0.3 0.6 0.0
H 2.1760 1.9234 -0.5245 0.1 -0.4 0.0
H 1.1158 0.9741 -1.6719 -0.1 0.0 0.2
H 0.9763 1.0404 1.4749 0.1 -0.2 -0.1
```
Positions in Å, forces in eV/Å.